Molecular formula: C3ClF3N2O2S2
Method: DFT, ωB97M-V with the def2-TZVPD basis set

Each line ends with the natural charge from an NBO analysis.
Atoms and positions in Å:
C (-0.989, 0.170, 0.284)  -0.05
C (0.767, -0.055, -1.342)  -0.22
C (-2.254, 0.400, 1.080)  0.96
N (-0.437, -0.990, 0.341)  -0.20
N (0.536, -1.067, -0.560)  -0.22
O (3.713, -0.466, -1.061)  -0.89
O (2.427, 1.162, 0.204)  -0.92
F (-2.264, -0.163, 2.303)  -0.30
F (-2.370, 1.697, 1.192)  -0.30
F (-3.281, -0.157, 0.403)  -0.31
S (-0.284, 1.208, -1.001)  0.52
S (2.906, 0.705, -1.089)  1.67
Cl (1.530, -2.445, -0.756)  0.26

Output
E_HOMO   -9.922 eV
Spin multiplicity   1
Gap between HOMO and LUMO   0.332 hartree

***

Molecular formula: C3ClF4IO
Method: DFT, ωB97M-V with the def2-TZVPD basis set

Each line ends with the natural charge from an NBO analysis.
Atoms and positions in Å:
C (1.189, -3.403, -0.790)  0.50
C (-0.350, 0.156, 0.093)  0.12
C (-0.316, 1.714, 0.064)  0.90
O (1.944, -3.727, -0.018)  -0.50
F (0.342, -0.284, -0.974)  -0.32
F (0.270, 2.130, -1.054)  -0.30
F (0.367, 2.221, 1.085)  -0.30
F (-1.529, 2.259, 0.104)  -0.31
Cl (0.441, -0.455, 1.554)  0.03
I (-2.357, -0.611, -0.065)  0.18

Output
E_HOMO   -10.363 eV
Spin multiplicity   1
Gap between HOMO and LUMO   0.366 hartree

***

Molecular formula: C3ClN2O3
Method: DFT, ωB97M-V with the def2-TZVPD basis set

Each line ends with the natural charge from an NBO analysis.
Atoms and positions in Å:
N (-1.499, -1.528, 1.015)  -0.29
C (-0.420, -1.145, 0.942)  0.18
C (0.969, -0.663, 0.682)  0.71
O (1.977, -1.265, 0.978)  -0.57
O (1.055, 0.541, 0.168)  -0.35
N (-0.071, 1.375, -0.023)  -0.40
C (-0.555, 1.203, -1.210)  0.63
O (-0.243, 0.556, -2.186)  -0.66
Cl (-1.970, 2.469, -1.329)  -0.26

Output
Structure (SMILES)   N#CC(=O)O/N=C(\[O-])Cl
Net charge   -1
E_HOMO   -5.474 eV
Spin multiplicity   1
Gap between HOMO and LUMO   0.340 hartree

***

Molecular formula: C3CsLi2O3
Method: DFT, ωB97M-V with the def2-TZVPD basis set

Each line ends with the natural charge from an NBO analysis.
Atoms and positions in Å:
O (-1.099, -4.159, -2.592)  -0.74
C (-0.615, -3.808, -1.535)  0.96
O (-0.761, -4.045, -0.354)  -0.78
Li (-0.193, -2.604, 0.827)  0.96
Li (-0.683, -2.577, -3.846)  0.93
C (0.185, -2.100, -1.923)  -0.94
C (-0.093, -1.007, -1.378)  0.38
O (-0.446, -0.409, -0.336)  -0.78
Cs (0.071, 3.608, 1.759)  0.02

Output
⟨S²⟩   0.750
E_HOMO (alpha / beta)   -3.352 / -7.491 eV
Spin multiplicity   2
Gap between HOMO and LUMO (alpha / beta)   0.106 / 0.260 hartree

***

Molecular formula: C3F15O13PPdS4
Method: DFT, ωB97M-V with the def2-TZVPD basis set

Each line ends with the natural charge from an NBO analysis.
Atoms and positions in Å:
Pd (0.113, 0.468, 0.808)  1.42
S (-0.354, 0.327, 3.516)  2.58
O (0.118, -0.957, 4.043)  -1.06
O (-0.984, 1.122, 4.573)  -1.08
O (0.724, 1.087, 2.829)  -1.07
O (-1.303, 0.080, 2.397)  -1.04
C (-3.330, -1.816, -0.695)  0.70
F (-3.211, -2.842, 0.144)  -0.33
F (-4.273, -2.130, -1.600)  -0.36
F (-3.761, -0.781, 0.019)  -0.32
S (-1.754, -1.307, -1.633)  2.35
O (-2.245, -0.568, -2.792)  -0.99
O (-1.027, -0.491, -0.648)  -1.01
O (-1.120, -2.552, -2.009)  -0.98
C (2.113, 1.874, -3.042)  0.69
F (2.945, 1.650, -4.085)  -0.36
F (2.306, 3.162, -2.698)  -0.34
F (0.858, 1.691, -3.408)  -0.30
S (2.532, 0.668, -1.673)  2.35
O (3.960, 0.909, -1.434)  -1.01
O (1.664, 1.117, -0.572)  -1.00
O (2.231, -0.596, -2.287)  -0.95
C (2.852, -3.025, 2.237)  0.69
F (4.014, -2.605, 1.683)  -0.35
F (2.995, -4.326, 2.545)  -0.35
F (2.663, -2.317, 3.349)  -0.31
S (1.444, -2.728, 1.033)  2.34
O (0.265, -3.191, 1.738)  -0.96
O (1.477, -1.277, 0.779)  -1.00
O (1.799, -3.505, -0.153)  -0.99
P (-1.938, 3.267, -0.447)  2.61
F (-2.876, 3.895, 0.758)  -0.61
F (-3.072, 2.109, -0.632)  -0.59
F (-2.734, 4.183, -1.530)  -0.61
F (-1.041, 2.608, -1.581)  -0.58
F (-0.864, 4.445, -0.239)  -0.60
F (-1.188, 2.351, 0.706)  -0.58

Output
Net charge   -4
⟨S²⟩   2.004
E_HOMO (alpha / beta)   2.823 / 2.534 eV
Spin multiplicity   3
Gap between HOMO and LUMO (alpha / beta)   0.213 / 0.224 hartree

***

Molecular formula: C3F5I
Method: DFT, ωB97M-V with the def2-TZVPD basis set

Each line ends with the natural charge from an NBO analysis.
Atoms and positions in Å:
C (1.397, 0.346, 0.702)  0.57
C (0.800, -1.106, 0.500)  0.59
C (2.036, -0.635, -0.169)  0.27
F (1.895, 0.763, 1.877)  -0.29
F (0.722, 1.389, 0.139)  -0.30
F (0.894, -2.016, 1.487)  -0.29
F (-0.373, -1.146, -0.046)  -0.28
F (1.971, -0.367, -1.444)  -0.27
I (-0.171, -2.963, -2.957)  0.00

Output
E_HOMO (alpha / beta)   -10.434 / -10.082 eV
Spin multiplicity   1
Gap between HOMO and LUMO (alpha / beta)   0.305 / 0.246 hartree

***

Molecular formula: C3H10BINPZn
Method: DFT, ωB97M-V with the def2-TZVPD basis set

Each line ends with the natural charge from an NBO analysis.
Atoms and positions in Å:
C (2.249, 0.989, -0.022)  -0.64
C (1.732, -0.431, -0.422)  -0.26
I (1.025, -0.526, -2.479)  0.31
C (0.603, -0.909, 0.546)  -0.82
B (-0.756, -1.095, -0.260)  0.23
P (-2.040, 0.292, -0.660)  0.89
N (-3.143, 0.259, 0.588)  -1.12
H (3.212, 1.169, -0.534)  0.26
H (1.577, 1.806, -0.330)  0.21
H (2.451, 0.960, 1.061)  0.23
H (2.585, -1.109, -0.251)  0.26
H (0.582, -0.215, 1.416)  0.22
H (0.881, -1.902, 0.954)  0.28
H (-1.043, -2.185, -0.634)  0.02
H (-2.727, -0.087, -1.846)  0.11
H (-1.460, 1.577, -0.841)  0.07
H (-3.205, 1.206, 0.987)  0.37
Zn (-2.524, 0.204, 2.726)  1.39

Output
Net charge   +2
E_HOMO   -16.264 eV
Spin multiplicity   1
Gap between HOMO and LUMO   0.138 hartree

***

Molecular formula: C3H10Br2Ta
Method: DFT, ωB97M-V with the def2-TZVPD basis set

Each line ends with the natural charge from an NBO analysis.
Atoms and positions in Å:
C (0.107, 0.219, -2.238)  -0.66
C (-0.872, 0.255, -0.922)  -0.26
Br (-2.470, 1.395, -1.452)  -0.10
C (-0.117, 0.938, 0.375)  -0.84
Br (-1.531, 2.054, 1.309)  -0.05
Ta (0.646, -0.825, 1.693)  2.12
H (-0.404, -0.470, -3.037)  0.22
H (0.223, 1.339, -2.604)  0.22
H (1.197, -0.164, -1.955)  0.24
H (-1.324, -0.810, -0.659)  0.25
H (0.746, 1.645, 0.015)  0.23
H (0.059, -2.098, 0.435)  -0.49
H (2.247, -0.768, 0.749)  -0.50
H (1.297, 0.355, 2.988)  -0.47
H (-1.046, -0.844, 2.514)  -0.48
H (1.243, -2.221, 2.788)  -0.43

Output
Net charge   -1
E_HOMO   -5.107 eV
Spin multiplicity   1
Gap between HOMO and LUMO   0.280 hartree

***

Molecular formula: C3H10FN2
Method: DFT, ωB97M-V with the def2-TZVPD basis set

Each line ends with the natural charge from an NBO analysis.
Atoms and positions in Å:
C (0.080, 0.221, -0.907)  -0.54
C (-0.302, 0.196, 0.387)  -0.24
C (2.702, 0.165, -0.215)  0.69
N (3.000, -1.083, 0.033)  -0.68
N (-2.738, 0.660, 0.570)  -1.06
F (2.416, 0.977, 0.791)  -0.24
H (0.052, -0.639, -1.492)  0.20
H (0.422, 1.176, -1.467)  0.20
H (-0.659, -0.769, 0.840)  0.21
H (-0.100, 0.893, 1.126)  0.20
H (2.897, 0.589, -1.214)  0.24
H (3.305, -1.582, -0.827)  0.44
H (3.350, -1.481, 0.836)  0.45
H (-2.923, 1.727, 0.439)  0.39
H (-3.381, 0.167, 1.171)  0.38
H (-3.067, 0.317, -0.352)  0.37

Output
Net charge   +1
E_HOMO   -12.449 eV
Spin multiplicity   1
Gap between HOMO and LUMO   0.264 hartree

***

Molecular formula: C3H10IN2O
Method: DFT, ωB97M-V with the def2-TZVPD basis set

Each line ends with the natural charge from an NBO analysis.
Atoms and positions in Å:
C (1.327, 1.218, -0.845)  -0.44
C (-1.932, -1.486, -0.219)  0.56
C (1.193, 1.078, 1.573)  -0.32
N (-2.941, -1.915, -0.972)  -0.76
N (1.173, 0.264, 0.261)  -0.58
O (-0.857, -1.112, -0.651)  -0.68
I (3.337, 1.216, 2.026)  0.15
H (2.110, 1.913, -1.017)  0.25
H (1.287, 0.528, -1.735)  0.24
H (0.477, 1.894, -0.658)  0.21
H (-2.252, -1.437, 0.818)  0.13
H (0.804, 2.073, 1.396)  0.24
H (-2.692, -1.992, -1.892)  0.40
H (-3.934, -2.123, -0.651)  0.44
H (1.995, -0.451, 0.169)  0.45
H (0.151, -0.170, 0.089)  0.49
H (0.755, 0.501, 2.309)  0.22

Output
Net charge   +1
E_HOMO   -13.457 eV
Spin multiplicity   1
Gap between HOMO and LUMO   0.364 hartree

***

Molecular formula: C3H10N
Method: DFT, ωB97M-V with the def2-TZVPD basis set

Each line ends with the natural charge from an NBO analysis.
Atoms and positions in Å:
C (1.245, -0.901, -0.116)  -0.67
C (-1.337, -0.528, -0.131)  -0.71
C (0.034, 0.011, 0.287)  0.08
N (0.103, 1.455, -0.146)  -0.75
H (1.317, -1.002, -1.221)  0.23
H (2.211, -0.600, 0.325)  0.25
H (0.795, -1.840, 0.405)  0.26
H (-2.226, -0.057, 0.236)  0.25
H (-1.511, -1.558, 0.079)  0.27
H (-1.384, -0.481, -1.315)  0.22
H (0.308, -0.247, 2.077)  0.19
H (-0.876, 1.735, 0.049)  0.46
H (0.141, 1.562, -1.151)  0.44
H (0.942, 2.013, 0.366)  0.49

Output
Net charge   +1
E_HOMO   -14.818 eV
Spin multiplicity   1
Gap between HOMO and LUMO   0.381 hartree

***

Molecular formula: C3H10N
Method: DFT, ωB97M-V with the def2-TZVPD basis set

Each line ends with the natural charge from an NBO analysis.
Atoms and positions in Å:
C (1.088, 3.982, 1.582)  -0.86
H (1.070, 2.964, 1.240)  0.19
H (2.027, 4.330, 2.058)  0.23
H (0.861, 4.717, 0.779)  0.22
H (0.288, 4.097, 2.318)  0.22
C (0.341, -1.402, 0.295)  -0.42
C (-1.436, -1.499, -1.338)  0.14
N (-0.256, -1.875, -1.005)  -0.38
H (0.227, -2.203, 1.001)  0.25
H (1.363, -1.128, 0.108)  0.25
H (-0.247, -0.611, 0.698)  0.24
H (-2.009, -0.892, -0.685)  0.22
H (-1.944, -1.992, -2.125)  0.23
H (0.190, -2.648, -1.588)  0.46

Output
Net charge   +1
E_HOMO   -15.295 eV
Spin multiplicity   1
Gap between HOMO and LUMO   0.356 hartree

***

Molecular formula: C3H10N
Method: DFT, ωB97M-V with the def2-TZVPD basis set

Each line ends with the natural charge from an NBO analysis.
Atoms and positions in Å:
N (1.634, 1.437, 0.338)  -0.89
H (2.058, 2.035, -0.373)  0.45
H (1.775, 1.896, 1.243)  0.45
H (2.028, 0.499, 0.316)  0.45
H (0.601, 1.318, 0.088)  0.47
C (-0.635, -1.863, 0.185)  -0.67
C (-0.792, -0.373, 0.182)  -0.19
C (-1.049, 0.364, -0.922)  -0.44
H (-1.636, -2.297, 0.228)  0.26
H (-0.088, -2.203, 1.060)  0.23
H (-0.217, -2.145, -0.783)  0.23
H (-1.131, 0.101, 1.102)  0.21
H (-1.504, 1.332, -0.764)  0.22
H (-1.044, -0.100, -1.900)  0.22

Output
Net charge   +1
E_HOMO   -14.129 eV
Spin multiplicity   1
Gap between HOMO and LUMO   0.375 hartree

***

Molecular formula: C3H10N
Method: DFT, ωB97M-V with the def2-TZVPD basis set

Each line ends with the natural charge from an NBO analysis.
Atoms and positions in Å:
C (-0.924, 0.831, 0.634)  0.23
H (-0.534, 2.679, 2.406)  0.05
H (-1.078, 1.925, 1.027)  0.30
H (-1.672, 0.296, 1.225)  0.26
H (-1.253, 2.475, 2.460)  0.01
C (-0.055, -1.106, -0.752)  0.13
C (-0.068, 0.346, -0.368)  -0.71
N (1.234, -1.801, -0.878)  -0.73
H (-0.792, -1.439, -1.474)  0.25
H (-0.456, 0.993, -1.237)  0.43
H (0.912, 0.856, -0.426)  0.36
H (1.942, -1.495, -0.197)  0.46
H (1.095, -2.786, -0.597)  0.49
H (1.648, -1.774, -1.822)  0.48

Output
Net charge   +2
⟨S²⟩   0.753
E_HOMO (alpha / beta)   -20.034 / -21.887 eV
Spin multiplicity   2
Gap between HOMO and LUMO (alpha / beta)   0.307 / 0.375 hartree

***

Molecular formula: C3H10N2
Method: DFT, ωB97M-V with the def2-TZVPD basis set

Each line ends with the natural charge from an NBO analysis.
Atoms and positions in Å:
N (-2.014, -0.828, 0.409)  -0.88
C (-0.864, -0.933, -0.490)  -0.24
C (0.484, -0.647, 0.311)  -0.57
N (0.442, 0.791, 0.482)  -0.70
C (1.263, 1.512, -0.475)  -0.78
H (-2.101, -1.640, 0.996)  0.34
H (-2.041, 0.036, 0.933)  0.36
H (-0.924, -1.985, -0.873)  0.16
H (-0.873, -0.275, -1.359)  0.17
H (0.254, -1.096, 1.278)  0.17
H (1.275, -1.084, -0.292)  0.17
H (0.806, 1.113, 1.404)  0.31
H (2.304, 1.168, -0.544)  0.15
H (0.789, 1.261, -1.432)  0.16
H (1.200, 2.606, -0.347)  0.17

Output
Net charge   -1
⟨S²⟩   0.750
E_HOMO (alpha / beta)   1.510 / -4.756 eV
Spin multiplicity   2
Gap between HOMO and LUMO (alpha / beta)   0.106 / 0.340 hartree

***

Molecular formula: C3H10N2
Method: DFT, ωB97M-V with the def2-TZVPD basis set

Each line ends with the natural charge from an NBO analysis.
Atoms and positions in Å:
C (-0.054, -0.317, 2.098)  -0.06
N (-0.702, 0.742, 1.932)  -0.41
C (0.048, 1.955, 1.560)  -0.44
H (-0.541, -1.401, 1.995)  0.19
H (0.986, -0.125, 2.406)  0.13
H (0.940, 1.857, 2.043)  0.17
H (0.207, 2.218, 0.386)  0.22
H (-0.558, 2.682, 2.140)  0.21
C (-0.073, -0.490, -1.960)  -0.40
N (-0.135, -1.971, -2.116)  -0.87
H (0.789, -0.009, -2.625)  0.16
H (-1.035, -0.039, -2.228)  0.20
H (0.141, -0.283, -0.931)  0.19
H (0.642, -2.525, -1.841)  0.37
H (-0.656, -2.293, -2.859)  0.36

Output
Structure (SMILES)   C=NC.CN
E_HOMO   -8.786 eV
Spin multiplicity   1
Gap between HOMO and LUMO   0.359 hartree

***

Strongest force on any atom values (in Eh/bohr) by entry order: 0.03868 0.01534 0.04327 0.09394 0.05798 0.04318 0.07126 0.05332 0.09095 0.06958 0.08186 0.03686 0.04043 0.05861 0.06002 0.06629.